{"formula": "C4H12N2O2", "method": "the ωB97M-V functional and the def2-TZVPD basis", "species": ["O", "C", "C", "C", "C", "N", "N", "H", "H", "H", "H", "H", "H", "H", "H", "H", "H", "H", "H", "O"], "coordinates": [[-2.4438, 1.2840, -0.1985], [-1.8055, 0.3290, -0.6082], [-1.0414, -0.6819, 0.0425], [0.0005, -1.5828, -0.5278], [1.3623, -0.9649, -0.2210], [1.7056, 0.0784, -1.1506], [-1.2690, -0.8026, 1.4502], [-1.5845, 0.3291, -1.7003], [-0.3209, 2.4240, 0.1696], [-0.2997, -1.7085, -1.5692], [-0.1857, -2.5050, 0.0318], [2.1689, -1.6833, -0.0717], [1.2041, -0.5370, 0.7729], [0.9524, 0.7457, -1.3139], [2.4191, 0.6428, -0.6304], [-2.0608, -1.3718, 1.7235], [-1.4023, 0.1908, 1.6585], [0.0740, 2.4893, 0.7832], [3.2245, 2.1569, 0.7317], [2.6664, 1.3801, 0.8452]], "atomic_forces_ev_per_a": [[-0.0469, -1.2225, 1.0969], [0.9085, 2.2141, -3.3110], [0.2113, -2.0385, 3.2342], [-3.4653, 0.3370, -0.2920], [0.5350, 1.1608, 0.7373], [-0.2291, -0.6029, 0.0718], [1.0126, 1.6169, -2.2217], [-0.3807, -0.3154, -0.0082], [-0.2210, 0.0994, -0.2236], [0.8345, -0.2183, -0.2642], [0.6246, -0.1816, -0.1064], [-0.0596, -0.1033, -0.6064], [0.2785, -0.1320, 0.2460], [-0.2581, -0.2932, 0.1368], [0.7333, 0.4943, 0.5160], [0.2002, -0.2343, 0.2127], [-0.8718, -0.3341, 0.9942], [0.3649, -0.0147, 0.2696], [0.0486, 0.0591, 0.0728], [-0.2193, -0.2908, -0.5549]], "nbo_charge": [-0.456, 0.264, 0.361, -0.488, -0.205, -0.730, -0.805, 0.122, -0.045, 0.237, 0.260, 0.216, 0.220, 0.348, 0.435, 0.417, 0.405, 0.040, 0.429, -1.025], "spin_multiplicity": 1, "e_above_lowest_ev": 8.828, "e_tot_ha": -419.3241, "total_charge": 0, "orbital_gap_ev": 3.77, "lumo_energy_ev": -3.9}